16
Properties=species:S:1:pos:R:3:mulliken_charge:R:1 method="wB97M-V/def2-TZVPD" e_above_lowest_kcal_mol=55.0 lumo_energy_ev=0.8 e_homo_ha=-0.3381
C 1.110 -0.978 1.490 -0.8858
C -0.254 -0.364 1.060 -0.5026
N -2.031 0.756 -0.769 -0.3673
C -0.889 1.434 -0.467 0.2454
N 0.124 0.945 0.146 -0.5894
H 1.485 -0.368 2.357 0.2615
H 1.872 -0.960 0.664 0.2395
H 0.843 -2.041 1.920 0.2849
H -0.740 -0.133 1.912 0.4223
H -0.774 -1.108 0.385 0.2312
H -2.492 -0.094 -0.350 0.1995
H -2.590 1.061 -1.448 0.1615
H -1.021 2.478 -0.864 0.3103
H 1.604 -0.930 -1.953 0.3042
H 1.659 0.499 -1.752 0.3551
O 2.093 -0.197 -2.330 -0.6702